(1)
Molecular formula: C54H51N3O3
Method: DFT, the ωB97M-V functional and the def2-TZVPD basis

Summary:
HOMO-LUMO gap: 7.57 eV
Lowest unoccupied orbital energy: -1.58 eV
HOMO level: -9.1490 eV
SMILES: [H]/N=C(\C)Cc1ccc2c(c1N=C=O)C(=O)NC2=O.c1ccccc1.c1ccccc1.c1ccccc1.c1ccccc1.c1ccccc1.c1ccccc1.c1ccccc1

Structure (ORCA input):
```
! wB97M-V def2-TZVPD RIJCOSX def2/J DEFGRID3
* xyz 0 1
H -0.559 4.118 -4.930
N -0.539 3.085 -4.982
C 0.718 2.690 -5.149
C 1.866 3.842 -5.235
C 1.140 1.117 -5.306
C 2.026 0.707 -4.031
C 3.531 1.250 -3.985
C 4.467 0.919 -2.747
C 3.879 0.042 -1.589
C 2.391 -0.473 -1.647
C 1.443 -0.179 -2.860
N 0.074 -0.754 -2.816
C -0.850 0.209 -2.846
O -1.792 0.905 -3.316
C 2.181 -1.274 -0.273
O 1.304 -2.094 0.113
N 3.304 -0.792 0.602
C 4.510 -0.513 -0.221
O 5.741 -0.689 0.019
H 2.484 3.915 -4.253
H 1.440 4.885 -5.449
H 2.607 3.477 -6.053
H 0.187 0.484 -5.447
H 1.816 1.092 -6.254
H 3.908 1.884 -4.882
H 5.553 1.276 -2.662
H 3.083 0.175 0.932
C -2.409 -0.007 2.902
C -1.381 -0.405 2.052
C -0.365 -1.231 2.525
C -0.374 -1.656 3.851
C -1.397 -1.250 4.704
C -2.415 -0.427 4.230
H -3.204 0.631 2.531
H -1.372 -0.072 1.018
H 0.435 -1.545 1.860
H 0.416 -2.302 4.219
H -1.401 -1.576 5.739
H -3.213 -0.113 4.895
C 8.663 -3.357 -3.425
C 7.657 -2.697 -2.724
C 7.763 -2.527 -1.346
C 8.875 -3.022 -0.668
C 9.876 -3.690 -1.368
C 9.771 -3.856 -2.746
H 8.583 -3.483 -4.500
H 6.790 -2.313 -3.253
H 6.980 -2.009 -0.801
H 8.959 -2.888 0.405
H 10.739 -4.081 -0.838
H 10.553 -4.375 -3.291
C -2.456 -5.940 6.076
C -2.847 -6.450 7.311
C -3.578 -5.658 8.192
C -3.915 -4.354 7.839
C -3.517 -3.841 6.608
C -2.788 -4.634 5.725
H -1.891 -6.560 5.387
H -2.581 -7.465 7.587
H -3.885 -6.056 9.153
H -4.488 -3.737 8.524
H -3.775 -2.822 6.335
H -2.479 -4.235 4.764
C 0.537 8.625 -7.354
C 0.119 7.675 -6.426
C 0.451 7.820 -5.082
C 1.207 8.913 -4.666
C 1.633 9.858 -5.595
C 1.297 9.715 -6.938
H 0.272 8.515 -8.400
H -0.468 6.821 -6.750
H 0.122 7.081 -4.358
H 1.464 9.028 -3.618
H 2.227 10.707 -5.272
H 1.628 10.453 -7.662
C -8.836 -4.791 9.327
C -7.764 -4.391 8.534
C -7.706 -3.088 8.049
C -8.721 -2.185 8.353
C -9.798 -2.588 9.138
C -9.855 -3.891 9.627
H -8.878 -5.806 9.711
H -6.973 -5.095 8.295
H -6.868 -2.775 7.433
H -8.675 -1.168 7.977
H -10.593 -1.887 9.370
H -10.693 -4.204 10.241
C -5.684 6.158 -8.654
C -5.192 7.123 -9.529
C -3.894 7.602 -9.380
C -3.088 7.119 -8.352
C -3.583 6.161 -7.472
C -4.880 5.679 -7.623
H -6.694 5.781 -8.775
H -5.821 7.502 -10.328
H -3.510 8.352 -10.064
H -2.075 7.490 -8.237
H -2.957 5.788 -6.667
H -5.265 4.931 -6.938
C 4.819 -5.377 4.509
C 4.250 -4.461 3.629
C 2.871 -4.274 3.613
C 2.059 -5.007 4.475
C 2.627 -5.930 5.349
C 4.007 -6.114 5.367
H 5.895 -5.518 4.525
H 4.882 -3.891 2.955
H 2.428 -3.557 2.929
H 0.984 -4.860 4.465
H 1.994 -6.506 6.017
H 4.450 -6.832 6.050
*
```

Atom charges from the Löwdin analysis, given in e for atoms 1 to 99: 0.03, 0.10, -0.33, -0.07, -0.10, -0.08, 0.01, 0.02, -0.03, 0.03, -0.11, 0.13, -0.13, 0.09, -0.28, 0.06, 0.08, -0.29, 0.05, 0.09, 0.06, 0.08, 0.12, 0.13, 0.10, 0.11, 0.15, -0.10, -0.09, -0.08, -0.08, -0.11, -0.10, 0.10, 0.09, 0.06, 0.09, 0.10, 0.10, -0.10, -0.09, -0.09, -0.09, -0.10, -0.10, 0.10, 0.10, 0.06, 0.10, 0.10, 0.10, -0.10, -0.10, -0.10, -0.10, -0.10, -0.09, 0.10, 0.10, 0.10, 0.10, 0.09, 0.10, -0.10, -0.11, -0.10, -0.09, -0.09, -0.09, 0.10, 0.08, 0.10, 0.10, 0.10, 0.10, -0.10, -0.10, -0.10, -0.10, -0.10, -0.10, 0.10, 0.09, 0.09, 0.10, 0.10, 0.10, -0.10, -0.10, -0.09, -0.09, -0.09, -0.09, 0.10, 0.10, 0.10, 0.07, 0.09, 0.10

=====

(2)
Molecular formula: C54H52N10O4Y
Method: DFT, the ωB97M-V functional and the def2-TZVPD basis

Summary:
HOMO-LUMO gap: 7.54 eV
Lowest unoccupied orbital energy: 1.81 eV
Energy relative to the best compared isomer or geometry (same formula, charge and spin): 0.000 eV
HOMO level: -5.7262 eV

Structure (ORCA input):
```
! wB97M-V def2-TZVPD RIJCOSX def2/J DEFGRID3
* xyz -1 1
Y 0.734 -1.096 0.338
O -6.307 -3.100 -0.826
C -5.828 -2.964 0.313
O -6.366 -2.935 1.434
C -4.288 -2.780 0.340
C -3.610 -2.607 1.533
C -2.242 -2.377 1.522
N -1.549 -2.275 0.379
C -2.186 -2.521 -0.774
C -3.547 -2.781 -0.828
C -1.333 -2.577 -1.995
C -1.838 -3.000 -3.222
C -0.967 -3.185 -4.280
C 0.386 -2.970 -4.082
C 0.803 -2.517 -2.843
N -0.036 -2.289 -1.833
C -1.457 -2.295 2.789
C -2.054 -2.467 4.034
C -1.264 -2.411 5.170
C 0.094 -2.185 5.036
C 0.607 -2.017 3.759
N -0.145 -2.072 2.667
H -4.199 -2.662 2.437
H -4.087 -2.957 -1.747
H -2.890 -3.209 -3.341
H -1.342 -3.521 -5.238
H 1.113 -3.142 -4.864
H 1.847 -2.326 -2.638
H -3.114 -2.654 4.120
H -1.711 -2.547 6.148
H 0.751 -2.130 5.893
H 1.655 -1.806 3.597
N 2.724 2.730 0.358
C 3.614 2.781 1.522
C 3.860 1.382 2.067
C 2.572 0.696 2.514
O 1.989 1.117 3.515
O 2.196 -0.309 1.808
H 2.914 1.906 -0.207
H 2.856 3.541 -0.233
H 3.145 3.389 2.300
H 4.587 3.233 1.287
H 4.514 1.451 2.939
H 4.352 0.776 1.306
C 1.498 3.761 -2.916
C 0.752 3.589 -4.208
C 1.151 4.261 -5.358
C 0.472 4.117 -6.559
C -0.632 3.284 -6.632
C -1.039 2.591 -5.502
C -0.359 2.739 -4.298
N -0.831 2.042 -3.156
C -0.095 1.150 -2.399
N 0.935 0.586 -3.092
C 2.235 0.221 -2.610
C 2.401 -0.295 -1.327
C 3.724 -0.644 -1.009
C 4.785 -0.517 -1.895
C 4.550 -0.020 -3.169
C 3.270 0.360 -3.552
C 3.027 0.861 -4.955
N -0.413 0.862 -1.173
C -1.324 1.798 -0.581
C -0.778 2.872 0.126
C -1.593 3.797 0.750
C -2.977 3.661 0.679
C -3.517 2.600 -0.025
C -2.709 1.657 -0.668
C -3.359 0.532 -1.427
H 2.097 4.671 -2.942
H 2.171 2.918 -2.733
H 0.812 3.814 -2.070
H 2.010 4.920 -5.303
H 0.805 4.659 -7.436
H -1.171 3.164 -7.563
H -1.888 1.920 -5.537
H -1.727 2.309 -2.780
H 0.904 0.804 -4.074
H 3.922 -1.073 -0.031
H 5.785 -0.824 -1.609
H 5.363 0.073 -3.882
H 3.965 0.900 -5.508
H 2.590 1.862 -4.977
H 2.353 0.201 -5.514
H 0.302 2.922 0.227
H -1.150 4.616 1.305
H -3.627 4.379 1.164
H -4.594 2.488 -0.091
H -3.810 -0.187 -0.743
H -2.640 -0.005 -2.045
H -4.159 0.905 -2.069
N 4.756 -7.897 1.341
C 4.154 -6.930 1.171
C 3.404 -5.724 0.959
C 3.763 -4.545 1.611
C 3.029 -3.390 1.388
C 1.917 -3.321 0.524
C 1.601 -4.540 -0.100
C 2.309 -5.716 0.097
H 4.615 -4.545 2.282
H 3.353 -2.490 1.907
H 0.748 -4.595 -0.773
H 2.022 -6.631 -0.408
N -0.570 0.475 1.749
C -1.036 0.992 2.668
N -1.589 1.565 3.705
C -3.038 1.745 3.766
C -3.564 1.190 5.082
C -2.801 1.785 6.265
C -1.298 1.548 6.120
C -0.780 2.101 4.800
H -3.484 1.245 2.908
H -3.263 2.815 3.681
H -3.444 0.103 5.076
H -4.632 1.403 5.160
H -3.165 1.356 7.200
H -2.994 2.863 6.313
H -1.087 0.475 6.154
H -0.752 2.016 6.942
H 0.257 1.827 4.614
H -0.866 3.195 4.788
*
```

Atom charges from the Löwdin analysis, given in e for atoms 1 to 99: 1.40, -0.04, -0.69, -0.04, -0.09, 0.05, -0.18, 0.10, -0.21, 0.03, -0.21, 0.00, -0.06, -0.04, -0.13, 0.06, -0.21, -0.01, -0.07, -0.05, -0.10, 0.07, 0.11, 0.11, 0.11, 0.11, 0.11, 0.11, 0.11, 0.11, 0.11, 0.10, 0.03, -0.27, -0.11, -0.63, 0.01, -0.21, 0.05, 0.06, 0.11, 0.10, 0.12, 0.10, -0.02, -0.22, -0.06, -0.09, -0.09, -0.02, -0.21, 0.14, -0.39, 0.14, -0.28, -0.19, -0.16, -0.10, -0.07, -0.24, -0.04, 0.10, -0.29, -0.06, -0.09, -0.11, -0.06, -0.23, -0.02, 0.08, 0.08, 0.08, 0.11, 0.10, 0.10, 0.12, 0.14, 0.10, 0.07, 0.09, 0.10, 0.08, 0.06, 0.08, 0.09, 0.10, 0.10, 0.11, 0.08, 0.06, 0.09, 0.12, -0.21, -0.27, -0.06, -0.16, -0.19, -0.15, -0.06

=====

(3)
Molecular formula: C54H55CsGeN8O3S2
Method: DFT, the ωB97M-V functional and the def2-TZVPD basis

Summary:
HOMO-LUMO gap (alpha / beta): 5.56 / 4.31 eV
Lowest unoccupied orbital energy (alpha / beta): 3.59 / 3.60 eV
Energy relative to the best compared isomer or geometry (same formula, charge and spin): 0.139 eV
HOMO level (alpha / beta): -1.9687 / -0.7090 eV

Structure (ORCA input):
```
! wB97M-V def2-TZVPD RIJCOSX def2/J DEFGRID3
* xyz -2 1
Cs -0.299 0.800 -0.850
C -7.040 1.596 -1.213
C -6.340 2.078 -2.480
N -5.049 2.676 -2.227
C -3.880 1.953 -2.084
S -2.435 2.886 -2.056
N -4.104 0.655 -1.990
N -2.999 -0.150 -1.876
C -3.263 -1.402 -1.730
C -4.665 -1.953 -1.681
C -2.137 -2.382 -1.647
C -2.401 -3.729 -1.388
C -1.351 -4.634 -1.353
C -0.063 -4.185 -1.574
C 0.110 -2.826 -1.802
N -0.887 -1.954 -1.845
H -7.990 1.111 -1.453
H -7.237 2.433 -0.540
H -6.400 0.882 -0.697
H -6.956 2.838 -2.971
H -6.226 1.240 -3.173
H -4.895 3.645 -2.437
H -5.374 -1.139 -1.780
H -4.850 -2.476 -0.738
H -4.827 -2.673 -2.489
H -3.413 -4.068 -1.216
H -1.542 -5.681 -1.149
H 0.791 -4.849 -1.552
H 1.107 -2.421 -1.948
O -3.148 4.058 5.433
C -1.898 4.603 5.328
O -1.470 5.216 6.279
C -1.202 4.409 4.049
C -1.778 3.781 2.926
C -1.048 3.544 1.794
C 0.314 3.933 1.690
C 0.881 4.594 2.815
C 0.135 4.818 3.951
N 0.958 3.605 0.552
C 2.059 4.227 0.167
C 2.851 3.758 -0.917
C 3.984 4.499 -1.350
C 4.781 4.014 -2.352
C 4.472 2.776 -2.936
C 3.342 2.123 -2.464
N 2.531 2.578 -1.519
H -3.346 3.572 4.624
H -2.817 3.463 2.909
H -1.499 3.094 0.918
H 1.926 4.877 2.792
H 0.582 5.292 4.816
H 2.385 5.159 0.640
H 4.206 5.445 -0.869
H 5.647 4.579 -2.680
H 5.087 2.334 -3.708
H 3.075 1.150 -2.875
C -2.699 4.633 -5.719
C -1.849 3.431 -5.415
C -0.568 3.577 -4.897
C 0.181 2.473 -4.523
C -0.355 1.206 -4.697
C -1.633 1.033 -5.201
C -2.369 2.150 -5.561
S 0.560 -0.277 -4.266
C 1.946 0.037 -5.373
O -0.167 -1.427 -4.882
H -2.136 5.557 -5.590
H -3.551 4.666 -5.035
H -3.086 4.605 -6.740
H -0.167 4.570 -4.730
H 1.153 2.613 -4.062
H -2.033 0.032 -5.288
H -3.385 2.024 -5.921
H 1.540 0.084 -6.383
H 2.630 -0.805 -5.268
H 2.447 0.965 -5.104
C 1.903 -1.243 0.491
Ge 2.567 -2.719 1.485
C 4.255 -2.489 2.512
C 4.407 -1.365 3.330
C 5.586 -1.124 4.023
C 6.653 -2.007 3.909
C 6.526 -3.129 3.102
C 5.339 -3.364 2.416
C 2.846 -4.417 0.481
C 3.509 -4.388 -0.748
C 3.661 -5.534 -1.520
C 3.140 -6.744 -1.076
C 2.479 -6.796 0.144
C 2.338 -5.643 0.911
C 1.232 -3.219 2.847
C -0.120 -3.094 2.515
C -1.116 -3.409 3.430
C -0.777 -3.852 4.704
C 0.561 -3.979 5.053
C 1.553 -3.667 4.128
H 2.709 -0.837 -0.152
H 3.589 -0.656 3.417
H 5.676 -0.242 4.647
H 7.577 -1.819 4.444
H 7.353 -3.824 3.007
H 5.254 -4.250 1.795
H 3.896 -3.443 -1.118
H 4.172 -5.481 -2.474
H 3.243 -7.637 -1.680
H 2.065 -7.734 0.497
H 1.808 -5.697 1.856
H -0.393 -2.694 1.544
H -2.157 -3.278 3.158
H -1.553 -4.083 5.425
H 0.833 -4.315 6.048
H 2.596 -3.765 4.415
C -0.447 1.143 5.281
N -1.158 0.623 4.129
C -2.518 0.558 3.949
C -2.699 0.059 2.689
N -1.485 -0.191 2.101
C -0.589 0.173 2.986
H -1.147 1.261 6.105
H -0.004 2.112 5.055
H 0.332 0.442 5.579
H -3.204 0.857 4.724
H -3.627 -0.132 2.172
H 0.482 0.111 2.843
*
```

Atom charges from the Löwdin analysis, given in e for atoms 1 to 99: 0.74, -0.11, -0.29, -0.06, -0.85, 0.45, -0.04, -0.02, -0.29, -0.05, -0.23, -0.03, -0.07, -0.05, -0.16, 0.02, 0.06, 0.06, 0.05, 0.10, 0.10, 0.08, 0.04, 0.07, 0.08, 0.09, 0.10, 0.08, 0.09, 0.07, -0.51, 0.06, -0.19, -0.05, -0.03, -0.30, -0.02, -0.05, 0.04, -0.15, -0.28, -0.06, -0.12, -0.11, -0.20, 0.08, 0.06, 0.11, 0.06, 0.09, 0.11, 0.10, 0.10, 0.09, 0.08, 0.09, -0.06, -0.31, -0.07, -0.09, -0.40, -0.07, -0.05, 0.84, -0.24, -0.52, 0.07, 0.07, 0.07, 0.11, 0.10, 0.11, 0.11, 0.06, 0.05, 0.03, -0.31, 0.80, -0.27, -0.11, -0.11, -0.13, -0.12, -0.11, -0.28, -0.13, -0.11, -0.12, -0.11, -0.11, -0.28, -0.12, -0.10, -0.12, -0.12, -0.12, -0.13, 0.10, 0.09

=====

(4)
Molecular formula: C54H57Ge2IOPdS5Se
Method: DFT, the ωB97M-V functional and the def2-TZVPD basis

Summary:
HOMO-LUMO gap (alpha / beta): 5.34 / 5.88 eV
Lowest unoccupied orbital energy (alpha / beta): 3.90 / 3.50 eV
Energy relative to the best compared isomer or geometry (same formula, charge and spin): 0.000 eV
HOMO level (alpha / beta): -1.4401 / -2.3852 eV

Structure (ORCA input):
```
! wB97M-V def2-TZVPD RIJCOSX def2/J DEFGRID3
* xyz -2 5
Pd -2.455 -2.256 0.250
C 6.274 -1.840 -3.482
C 4.966 -1.092 -3.509
C 3.830 -1.664 -4.062
C 2.630 -0.964 -4.159
C 1.418 -1.626 -4.758
C 2.572 0.348 -3.677
C 3.693 0.924 -3.071
C 3.628 2.306 -2.474
C 4.875 0.198 -3.003
C 1.345 1.176 -3.915
C 1.404 1.979 -5.055
C 0.331 2.767 -5.429
C -0.809 2.764 -4.643
C -0.887 1.982 -3.494
C 0.194 1.163 -3.112
Ge 0.000 -0.016 -1.523
S -1.201 -1.742 -1.954
S 1.982 -0.550 -0.576
Ge 0.691 -0.374 1.276
S -0.365 -2.163 1.800
S -0.668 1.138 0.293
C 1.695 0.403 2.816
C 3.010 -0.006 3.092
C 3.689 0.482 4.206
C 3.079 1.368 5.076
C 1.778 1.769 4.825
C 1.083 1.302 3.711
C -0.316 1.810 3.543
C -1.409 1.047 3.955
C -1.276 -0.320 4.575
C -2.691 1.571 3.783
C -2.907 2.821 3.230
C -4.303 3.345 3.021
C -1.800 3.577 2.856
C -0.511 3.094 3.006
C 0.661 3.911 2.531
C 3.730 -0.991 2.227
C 3.557 -2.362 2.430
C 2.688 -2.909 3.532
C 4.203 -3.252 1.573
C 5.022 -2.815 0.547
C 5.636 -3.792 -0.420
C 5.227 -1.447 0.401
C 4.591 -0.529 1.222
C 4.775 0.947 0.988
C -2.145 2.122 -2.688
C -3.247 1.298 -2.928
C -3.258 0.246 -4.004
C -4.408 1.491 -2.179
C -4.508 2.497 -1.231
C -5.770 2.678 -0.429
C -3.406 3.322 -1.025
C -2.227 3.150 -1.735
C -1.058 4.066 -1.479
H 6.124 -2.902 -3.680
H 6.772 -1.746 -2.515
H 6.961 -1.453 -4.240
H 3.872 -2.683 -4.435
H 1.698 -2.548 -5.270
H 0.914 -0.970 -5.471
H 0.683 -1.879 -3.986
H 2.616 2.551 -2.151
H 3.942 3.069 -3.192
H 4.284 2.369 -1.605
H 5.742 0.649 -2.526
H 2.309 1.964 -5.654
H 0.383 3.380 -6.322
H -1.662 3.380 -4.908
H 4.703 0.142 4.386
H 3.608 1.736 5.947
H 1.275 2.457 5.498
H -0.247 -0.671 4.591
H -1.852 -1.054 4.008
H -1.653 -0.302 5.603
H -3.542 0.959 4.066
H -5.038 2.543 3.103
H -4.407 3.793 2.031
H -4.555 4.112 3.760
H -1.947 4.552 2.397
H 0.325 4.878 2.153
H 1.175 3.389 1.719
H 1.392 4.080 3.326
H 2.569 -2.197 4.350
H 3.123 -3.827 3.933
H 1.688 -3.134 3.154
H 4.043 -4.317 1.712
H 5.685 -4.793 0.010
H 6.646 -3.491 -0.706
H 5.038 -3.851 -1.333
H 5.861 -1.080 -0.401
H 5.534 1.119 0.221
H 5.073 1.467 1.900
H 3.836 1.389 0.644
H -2.257 -0.014 -4.339
H -3.832 0.605 -4.867
H -3.728 -0.663 -3.625
H -5.244 0.817 -2.339
H -6.632 2.264 -0.955
H -5.963 3.734 -0.226
H -5.698 2.162 0.531
H -3.461 4.116 -0.285
H -1.346 4.865 -0.793
H -0.691 4.517 -2.403
H -0.225 3.519 -1.029
O -1.369 -4.650 -0.476
H -0.563 -4.121 -0.391
H -1.704 -4.409 -1.349
I -4.647 -2.895 -1.444
Se -3.587 -0.350 1.007
S -3.303 -3.447 2.362
C -4.955 -3.979 2.064
C -5.207 -5.247 1.530
C -6.503 -5.693 1.319
C -7.588 -4.880 1.622
C -7.354 -3.612 2.141
C -6.057 -3.172 2.361
H -4.359 -5.865 1.261
H -6.667 -6.677 0.890
H -8.600 -5.222 1.440
H -8.189 -2.956 2.365
H -5.876 -2.180 2.758
*
```

Atom charges from the Löwdin analysis, given in e for atoms 1 to 99: -0.15, -0.06, -0.27, -0.01, -0.21, -0.03, -0.18, -0.24, -0.03, -0.03, -0.22, -0.04, -0.08, -0.04, -0.21, -0.19, -0.03, 0.10, 0.34, -0.01, 0.14, 0.27, -0.18, -0.22, -0.05, -0.08, -0.05, -0.21, -0.17, -0.21, -0.05, -0.06, -0.28, -0.05, -0.03, -0.25, -0.04, -0.17, -0.20, -0.05, -0.01, -0.27, -0.06, -0.03, -0.26, -0.05, -0.16, -0.21, -0.06, -0.02, -0.29, -0.06, -0.03, -0.25, -0.05, 0.07, 0.06, 0.07, 0.11, 0.07, 0.08, 0.03, 0.08, 0.08, 0.06, 0.11, 0.12, 0.09, 0.12, 0.12, 0.09, 0.12, 0.06, 0.03, 0.08, 0.11, 0.07, 0.06, 0.07, 0.11, 0.07, 0.08, 0.07, 0.08, 0.08, 0.01, 0.12, 0.07, 0.07, 0.08, 0.10, 0.07, 0.08, 0.06, 0.06, 0.08, 0.02, 0.12, 0.07